Entry 1:
# C4H12N3O

A 2-piece molecular cluster, C4H12N3O overall at a distorted geometry (ωB97M-V/def2-TZVPD, the Open Molecules 2025 dataset).

As for the spin multiplicity: 1. For the lowest unoccupied orbital energy, the calculation gives -0.101 Eh. As for the total charge: +1. The gap between HOMO and LUMO is 10.909 eV. For the calculated total energy, the calculation gives -10854.787 eV.

Each line ends with the Mulliken charge.
Geometry (Å):
N 0.223 -3.132 1.461  -0.36
C -0.082 -2.319 0.435  0.69
N -1.156 -1.468 0.622  -0.43
O 0.608 -2.304 -0.593  -0.70
H -0.315 -3.100 2.305  0.17
H 0.803 -3.926 1.298  0.26
H -1.528 -1.453 1.559  0.21
H -1.895 -1.528 -0.051  0.24
C -0.288 3.119 0.453  -1.18
C -0.180 2.104 -0.639  -0.08
C 0.797 1.211 -0.698  -0.16
N 0.866 0.073 -1.587  -0.20
H 0.474 2.984 1.217  0.33
H -0.212 4.124 0.032  0.33
H -1.270 3.066 0.926  0.31
H -0.993 2.075 -1.361  0.28
H 1.601 1.283 0.023  0.32
H 0.136 0.144 -2.297  0.37
H 1.760 -0.050 -2.057  0.39
H 0.653 -0.904 -1.047  0.19

***

Entry 2:
# C4H12N3W

C4H12N3W as an isolated structure at a distorted geometry (ωB97M-V/def2-TZVPD, the Open Molecules 2025 dataset).

As for the spin multiplicity: 3. For the lowest unoccupied orbital energy (spin up / spin down), the calculation gives -0.145 / -0.128 Eh. As for the total charge: +1. The gap between HOMO and LUMO (spin up / spin down) is 7.195 / 9.436 eV. For the calculated total energy, the calculation gives -10628.200 eV.

Each line ends with the Löwdin spin population.
Geometry (Å):
C 2.432 -2.160 0.146  0.03
W 0.931 -0.791 -0.151  1.72
N 1.739 0.943 -1.025  0.06
H 0.380 -1.492 1.276  -0.01
H 0.404 -1.902 -1.418  -0.01
H 2.134 -3.167 0.447  0.00
H 2.654 -1.384 1.027  0.02
H 3.177 -2.235 -0.661  0.01
H 1.529 1.711 -0.381  0.00
H 1.287 1.174 -1.918  0.01
H 2.746 0.965 -1.209  0.00
N -3.044 0.684 0.202  0.01
C -2.470 1.775 0.809  0.00
C -1.163 1.571 0.861  0.01
N -0.868 0.342 0.203  0.06
C -2.055 -0.184 -0.163  0.05
H -4.031 0.565 0.009  0.00
H -3.122 2.604 1.135  0.00
H -0.399 2.150 1.398  0.00
H -2.260 -1.168 -0.587  0.00

***

Entry 3:
# C4H12N4

The molecule C4H12N4 at a distorted geometry (ωB97M-V/def2-TZVPD, the Open Molecules 2025 dataset).

As for the spin multiplicity: 1. Its SMILES is [H]/N=C(/N)NC(C)(C)N. For the lowest unoccupied orbital energy, the calculation gives 0.032 Eh. The gap between HOMO and LUMO is 9.501 eV. For the calculated total energy, the calculation gives -10301.680 eV.

Each line ends with the Mulliken charge.
Geometry (Å):
C -1.314 1.139 0.767  -1.48
C -0.236 1.474 -1.497  -1.50
C -0.283 0.609 -0.231  1.17
N -0.511 -0.776 -0.480  -0.49
H -0.601 -1.012 -1.460  0.29
H -1.336 0.546 1.685  0.32
H -2.312 1.066 0.323  0.33
H -1.130 2.187 1.029  0.36
H -0.949 1.116 -2.245  0.34
H 0.747 1.458 -1.981  0.40
H -0.467 2.524 -1.288  0.35
C 0.695 -1.533 0.228  0.58
N 0.527 -1.673 1.586  -0.48
N 1.105 0.618 0.421  -0.65
N 1.297 -2.488 -0.388  -0.81
H 0.832 -2.602 1.860  0.29
H -0.422 -1.485 1.879  0.19
H 1.865 0.664 -0.255  0.23
H 1.128 0.469 1.430  0.33
H 1.365 -2.300 -1.387  0.22

***

Entry 4:
# C4H12N4

The molecule C4H12N4 at a distorted geometry (ωB97M-V/def2-TZVPD, the Open Molecules 2025 dataset).

As for the spin multiplicity: 1. Its SMILES is [H]/N=C(/CN(C)C)NN. For the lowest unoccupied orbital energy, the calculation gives 0.038 Eh. The gap between HOMO and LUMO is 8.863 eV. For the calculated total energy, the calculation gives -10299.585 eV.

Each line ends with the Mulliken charge.
Geometry (Å):
C 0.480 0.019 -0.262  -0.31
C -1.987 -1.022 -0.082  -0.99
C -0.480 -1.741 -1.785  -1.07
N -0.846 -0.640 -0.900  -0.11
N 1.084 1.920 1.115  -0.25
C 0.123 0.647 1.016  0.29
N 2.323 2.051 0.459  -0.51
N -0.460 0.233 2.058  -0.59
H 0.551 2.787 1.200  0.19
H 3.032 1.463 0.900  0.19
H 2.650 3.017 0.409  0.23
H -0.349 0.878 2.841  0.29
H 0.819 0.675 -1.063  0.34
H 1.221 -0.763 -0.076  0.25
H -2.463 -0.162 0.397  0.32
H -2.809 -1.397 -0.707  0.34
H -1.765 -1.855 0.600  0.33
H 0.336 -1.461 -2.460  0.31
H -1.308 -2.026 -2.446  0.34
H -0.150 -2.621 -1.213  0.39

***

Entry 5:
# C4H12N4NaO14S2

C4H12N4NaO14S2 as an isolated structure at a distorted geometry (ωB97M-V/def2-TZVPD, the Open Molecules 2025 dataset).

As for the spin multiplicity: 1. For the lowest unoccupied orbital energy, the calculation gives 0.213 Eh. As for the total charge: -3. The gap between HOMO and LUMO is 3.216 eV. For the calculated total energy, the calculation gives -65021.029 eV.

Each line ends with the Mulliken charge.
Geometry (Å):
Na 0.918 -0.438 -0.117  1.10
N 1.798 -1.867 1.977  1.45
O 1.545 -3.018 1.629  -0.65
O 1.345 -1.469 3.076  -0.80
O 2.188 -1.070 1.099  -0.71
N 2.526 -1.968 -1.412  0.98
O 1.933 -2.502 -0.555  -0.41
O 3.497 -2.516 -1.878  -0.93
O 2.212 -0.803 -1.622  -0.68
N 1.551 1.872 1.399  0.77
O 1.425 1.964 2.635  -0.82
O 0.747 1.158 0.876  -0.19
O 2.310 2.487 0.753  -0.78
N -0.430 -2.763 -0.455  0.48
O -1.427 -2.968 -1.223  -0.87
O 0.283 -3.740 -0.108  -0.61
O -0.112 -1.669 -0.079  0.03
C -0.985 1.485 -3.095  -1.20
S -0.453 1.066 -1.403  0.87
O 1.083 0.736 -1.383  -0.58
C -0.338 2.779 -0.835  -1.34
H -0.289 2.184 -3.560  0.34
H -1.992 1.861 -3.275  0.30
H -0.876 0.612 -3.738  0.37
H -1.314 3.222 -1.030  0.35
H 0.493 3.278 -1.335  0.42
H -0.197 2.866 0.242  0.33
C -2.276 -1.296 1.437  -1.07
S -1.015 -0.144 2.216  -0.09
O 0.250 -0.608 1.532  -0.15
C -1.598 1.320 1.268  -0.59
H -2.198 -1.265 0.350  0.25
H -3.348 -1.299 1.635  0.35
H -1.998 -2.305 1.742  0.34
H -1.604 1.240 0.181  -0.17
H -1.011 2.212 1.487  0.34
H -2.645 1.364 1.567  0.57

***

Entry 6:
# C4H12N4O

A 2-piece molecular cluster, C4H12N4O overall at a distorted geometry (ωB97M-V/def2-TZVPD, the Open Molecules 2025 dataset).

As for the spin multiplicity: 1. Its SMILES is [H]/N=C(\C)ON.[H]/N=C(/C)N. For the lowest unoccupied orbital energy, the calculation gives 0.026 Eh. The gap between HOMO and LUMO is 9.952 eV. For the calculated total energy, the calculation gives -12348.729 eV.

Each line ends with the Mulliken charge.
Geometry (Å):
C 1.594 1.444 -1.242  -1.02
C 0.602 -0.403 1.962  -1.10
C 0.742 0.243 -1.485  0.82
N 1.155 -0.965 -1.674  -0.77
H 2.163 -1.029 -1.505  0.24
H 2.643 1.217 -1.454  0.35
H 1.502 1.753 -0.198  0.26
H 1.268 2.271 -1.879  0.31
H 1.323 -0.195 1.168  0.15
H 0.664 0.396 2.705  0.35
H 0.906 -1.353 2.410  0.31
C -0.876 -0.506 1.460  0.81
N -1.402 -0.551 -2.103  -0.58
N -1.682 0.574 1.661  -0.49
O -0.611 0.552 -1.526  -0.26
N -1.348 -1.678 1.216  -0.74
H -0.658 -1.232 -2.329  0.35
H -1.798 -0.940 -1.245  0.33
H -2.585 0.569 1.202  0.22
H -1.238 1.484 1.695  0.22
H -2.366 -1.653 1.161  0.24